# 1
A 12-piece molecular cluster, C6H38N2O11 overall in a non-equilibrium geometry, computed with ωB97M-V/def2-TZVPD.

Each line ends with the Mulliken charge.
CARTESIAN COORDINATES (ANGSTROEM)
H1 -0.021 -1.044 0.237  -1.66
H2 1.008 -0.211 2.874  0.22
H3 1.374 0.055 0.560  -0.99
H4 3.596 0.112 0.256  0.52
H5 -0.653 -4.028 1.105  0.31
C1 0.355 0.004 0.125  3.66
H6 -1.232 1.310 0.289  0.32
H7 1.019 -2.421 -1.880  0.04
H8 2.722 -3.415 0.325  0.29
C2 0.093 -2.532 -2.459  -0.51
H9 -1.323 2.826 -1.501  0.46
O1 -0.083 3.596 -0.643  -0.82
H10 3.148 -0.796 -0.829  0.29
H11 1.341 -2.662 0.468  0.22
O2 3.549 0.055 -0.721  -0.75
O3 -2.500 -1.889 0.044  -0.58
O4 -3.386 0.576 -0.515  -0.67
H12 -4.186 0.551 -1.070  0.27
H13 2.501 2.749 0.104  0.45
H14 0.466 1.466 -1.480  -0.08
H15 -0.263 -0.092 4.115  0.47
H16 -3.292 -2.376 -0.287  0.28
H17 -0.676 -2.876 -1.790  0.15
H18 -3.784 0.919 1.069  0.46
H19 0.518 -0.848 -3.765  0.42
C3 0.442 0.347 -1.382  -1.15
H20 4.148 -0.909 2.257  0.29
N1 -0.458 1.002 0.849  -0.18
H21 -1.463 -0.549 2.057  0.14
H22 1.413 -0.033 -1.829  0.57
H23 -1.004 -2.660 0.479  0.06
O5 -4.065 1.179 2.021  -0.69
O6 -0.292 -3.206 0.776  -0.67
C4 0.114 0.354 3.190  -1.41
H24 -0.160 3.213 0.187  0.31
H25 0.832 3.393 -0.861  0.50
O7 -2.073 2.325 -1.907  -0.82
H26 -4.631 1.964 1.862  0.31
H27 -1.823 1.158 2.546  0.42
O8 2.205 2.245 1.749  -0.86
H28 2.842 2.028 -1.194  0.28
H29 -2.844 1.275 -0.994  0.37
H30 -1.460 -0.474 -1.565  0.26
H31 -1.189 -1.348 -3.809  0.40
O9 3.291 -0.580 1.893  -0.70
C5 -0.994 0.457 2.137  -0.21
C6 -0.321 -1.230 -3.125  -0.83
H32 1.237 1.985 1.574  0.32
H33 2.855 -1.305 1.410  0.41
H34 0.470 1.332 3.557  0.35
O10 2.481 2.820 -0.844  -0.80
O11 2.267 -2.494 0.328  -0.64
H35 -1.594 1.744 -2.540  0.39
H36 0.331 -3.343 -3.212  0.42
N2 -0.702 -0.173 -2.173  -0.17
H37 -2.770 -0.937 -0.011  0.17
H38 2.626 1.390 1.945  0.39

## Properties
Molar mass, g mol⁻¹: 314.4
Relative energy (zero: lowest compared OMol25 entry of this formula, charge and spin), kJ/mol: 136.9
Charge: 0
E, eV: -32342.6360
SMILES: CCNCCNCC.O.O.O.O.O.O.O.O.O.O.O
Gap between HOMO and LUMO, eV: 8.90
Lowest unoccupied orbital energy, eV: 0.018

---

# 2
A 2-piece molecular cluster, CH3NO4 overall in a non-equilibrium geometry, computed with ωB97M-V/def2-TZVPD.

Each line ends with the Mulliken charge.
CARTESIAN COORDINATES (ANGSTROEM)
O1 -0.477 -2.615 -1.032  -0.45
C1 -0.088 1.142 0.796  -0.43
H1 -0.931 0.790 0.372  0.31
H2 0.255 2.207 0.519  0.19
H3 0.190 1.007 1.849  0.22
O2 0.846 -0.911 0.317  -0.32
O3 -0.490 -0.563 -1.803  -0.38
O4 0.964 0.432 0.111  -0.14
N1 -0.270 -1.490 -1.129  1.00

## Properties
Molar mass, g mol⁻¹: 93.0
Relative energy (zero: lowest compared OMol25 entry of this formula, charge and spin), kJ/mol: 566.5
Charge: 0
E, eV: -10757.6439
Gap between HOMO and LUMO (spin up / spin down), eV: 9.19 / 9.31
Lowest unoccupied orbital energy (spin up / spin down), eV: -0.525 / -0.542

---

# 3
C24H46Cl3CrN2O4Si as an isolated structure in a non-equilibrium geometry, computed with ωB97M-V/def2-TZVPD.

Each line ends with the Mulliken spin population.
CARTESIAN COORDINATES (ANGSTROEM)
O1 -0.378 1.688 1.510  -0.02
O2 -1.961 -0.349 0.669  -0.03
H1 1.093 -8.257 0.707  0.00
H2 -2.371 1.633 -2.880  0.01
Cl1 2.295 0.084 1.381  0.08
C1 1.627 -0.821 -3.226  -0.01
H3 0.298 2.335 -3.912  0.00
C2 -2.380 -1.096 -2.017  0.00
C3 1.441 -5.136 1.383  -0.02
H4 1.535 2.407 1.297  0.00
N1 0.170 3.866 1.861  0.01
H5 0.872 5.699 1.102  0.00
C4 0.479 2.617 1.530  0.02
H6 1.623 -1.881 4.327  0.00
N2 -2.786 0.171 -1.405  0.04
H7 1.232 -5.506 2.399  0.00
H8 -1.479 -0.948 -2.630  0.00
H9 -1.168 5.175 -1.677  0.00
H10 1.115 1.405 -6.195  0.00
H11 3.241 2.853 -1.626  0.00
H12 1.233 -3.556 3.845  0.00
H13 -1.536 -6.205 1.712  0.00
H14 -0.559 -2.641 2.299  0.00
C5 1.207 -2.511 3.533  0.01
H15 -1.735 1.407 3.458  0.00
H16 0.121 -0.539 4.932  0.00
H17 -1.179 1.646 5.134  0.00
H18 1.264 -4.052 1.358  0.02
H19 -1.965 -6.847 0.111  0.00
H20 -1.966 -5.088 0.402  0.00
C6 1.109 2.653 -1.593  -0.01
C7 -0.220 -2.135 3.212  -0.01
H21 -3.193 -1.432 -2.671  0.00
C8 2.291 3.394 -1.602  0.00
C9 1.006 -7.681 -0.224  0.00
H22 -2.159 0.224 4.713  0.00
H23 1.276 5.378 2.820  0.00
H24 0.747 0.736 3.854  0.00
Cl2 0.399 -2.201 0.048  0.04
H25 0.610 -0.208 -5.657  0.00
H26 -0.917 -2.349 4.035  0.00
C10 -2.512 0.451 -0.129  0.12
H27 2.504 -5.306 1.155  0.00
C11 1.132 0.578 -3.102  0.02
C12 2.233 4.790 -1.619  0.00
C13 -0.190 4.685 -1.644  0.00
C14 -0.127 0.112 4.078  0.01
H28 -0.580 1.104 -5.844  0.00
C15 -1.377 0.903 4.358  0.00
C16 -3.223 1.212 -2.322  -0.01
Cl3 0.475 -4.883 -1.683  0.00
C17 0.991 5.436 -1.641  0.00
H29 2.119 0.780 -1.226  0.00
C18 1.167 4.926 1.824  0.00
H30 1.845 -2.392 2.653  0.00
H31 2.004 -7.627 -0.682  0.00
H32 -3.923 0.780 -3.043  0.00
C19 0.441 0.865 -5.516  0.00
C20 -0.129 3.290 -1.602  0.05
C21 0.620 1.310 -4.104  0.00
H33 2.124 4.494 1.514  0.00
C22 1.162 1.114 -1.666  -0.04
H34 3.162 5.368 -1.603  0.00
H35 0.339 -8.227 -0.902  0.00
C23 -1.452 -6.028 0.632  0.00
O3 0.113 0.551 -0.984  -0.07
Si1 0.342 -5.956 0.118  0.00
H36 -2.172 -1.830 -1.232  0.00
O4 -0.350 -0.723 2.899  -0.04
H37 -1.846 3.373 2.153  0.00
H38 1.322 -1.274 -4.176  0.00
H39 -1.031 2.669 -1.620  -0.02
C24 -1.213 4.262 2.123  0.00
H40 1.251 -1.432 -2.386  0.01
H41 2.728 -0.861 -3.177  0.00
H42 -3.713 2.010 -1.750  0.00
Cr1 0.113 -0.185 0.868  3.81
H43 -1.261 4.790 3.084  0.00
H44 0.948 6.532 -1.661  0.00
H45 -1.566 4.940 1.332  0.00
H46 -2.803 1.469 0.203  0.01

## Properties
Multiplicity: 5
Molar mass, g mol⁻¹: 613.1
Relative energy (zero: lowest compared OMol25 entry of this formula, charge and spin), kJ/mol: 0.0
Charge: -1
E, eV: -110677.2766
Gap between HOMO and LUMO (spin up / spin down), eV: 3.63 / 7.06
Lowest unoccupied orbital energy (spin up / spin down), eV: 2.501 / 2.486

---

# 4
One molecule with the formula C3H6S2 in a non-equilibrium geometry, computed with ωB97M-V/def2-TZVPD.

Each line ends with the Mulliken charge.
CARTESIAN COORDINATES (ANGSTROEM)
H1 2.153 -0.371 0.901  0.29
H2 -2.578 0.442 0.769  0.28
H3 -2.368 0.161 -0.850  0.35
C1 -0.488 0.192 0.068  0.29
C2 2.177 0.010 -0.180  -0.83
S1 -0.211 1.501 1.098  -0.25
H4 2.923 -0.532 -0.699  0.36
H5 -2.377 -1.530 0.070  0.26
H6 2.047 1.229 -0.294  0.26
C3 -1.962 -0.329 0.022  -1.01
S2 0.684 -0.773 -0.903  0.00

## Properties
Molar mass, g mol⁻¹: 106.2
Relative energy (zero: lowest compared OMol25 entry of this formula, charge and spin), kJ/mol: 205.4
Charge: 0
E, eV: -24876.5792
SMILES: CSC(C)=S
Gap between HOMO and LUMO, eV: 8.45
Lowest unoccupied orbital energy, eV: -0.204